C49H53BF3LaN9O2P2S2 as an isolated structure. Source: OMol25; level of theory: wB97M-V/def2-TZVPD.

## Properties
E_HOMO (spin up / spin down) = -7.46 / -7.19 eV
Lowest unoccupied orbital energy (spin up / spin down) = 0.0113 / -0.0187 Eh
Frontier orbital gap (spin up / spin down) = 7.770 / 6.682 eV

```
! wB97M-V def2-TZVPD RIJCOSX def2/J DEFGRID3
* xyz 0 2
La -0.697 0.169 -0.099
C 3.244 0.020 -0.760
C 2.478 0.649 -1.882
C 2.957 1.011 -3.145
C 1.920 1.704 -3.723
N 0.877 1.731 -2.868
N 1.222 1.072 -1.729
B -0.309 2.774 -2.846
N -0.182 3.580 -1.521
C 0.528 4.694 -1.271
C 0.287 5.073 0.030
C -0.603 4.106 0.526
C -1.268 4.090 1.868
N -0.861 3.184 -0.402
N -1.729 2.165 -2.915
C -2.743 2.643 -3.664
C -3.876 1.936 -3.367
C -3.486 1.014 -2.384
C -4.398 0.016 -1.740
N -2.191 1.179 -2.096
N -0.154 3.628 -4.111
C -0.292 3.155 -5.372
C -0.111 4.202 -6.238
C 0.134 5.312 -5.399
C 0.390 6.735 -5.793
N 0.104 4.961 -4.125
H 3.818 -0.833 -1.115
H 2.595 -0.311 0.052
H 3.950 0.743 -0.342
H 3.929 0.809 -3.561
H 1.876 2.211 -4.671
H 1.101 5.166 -2.050
H 0.667 5.941 0.542
H -2.072 4.829 1.891
H -0.565 4.356 2.660
H -1.687 3.115 2.097
H -2.595 3.457 -4.353
H -4.856 2.052 -3.798
H -4.899 -0.568 -2.512
H -5.166 0.532 -1.161
H -3.875 -0.682 -1.096
H -0.522 2.117 -5.556
H -0.153 4.181 -7.314
H 0.483 6.823 -6.874
H 1.309 7.105 -5.339
H -0.424 7.384 -5.469
F -5.426 -2.197 2.309
C -5.404 -1.036 2.973
F -4.724 -1.236 4.111
F -6.680 -0.775 3.331
C -4.828 0.091 2.154
C -5.598 1.208 1.906
C -5.084 2.265 1.160
C -3.802 2.139 0.684
N -3.042 1.068 0.925
C -3.508 0.030 1.651
S -2.407 -1.288 1.915
H -6.605 1.255 2.296
H -5.670 3.148 0.948
H -3.340 2.907 0.073
C 3.258 -3.325 1.527
C 2.637 -2.977 2.884
P 1.684 -1.382 2.916
C 0.416 -1.751 4.197
C -0.366 -2.898 4.056
C -1.458 -3.129 4.880
C -1.799 -2.210 5.860
C -1.035 -1.061 6.011
C 0.061 -0.837 5.188
C 2.905 -0.360 3.843
C 3.228 -0.589 5.184
C 4.226 0.140 5.807
C 4.933 1.107 5.098
C 4.631 1.338 3.766
C 3.619 0.611 3.145
C 2.243 -3.958 0.568
P 1.107 -2.899 -0.468
C 2.024 -2.870 -2.080
C 3.360 -3.260 -2.197
C 4.029 -3.189 -3.412
C 3.369 -2.738 -4.546
C 2.042 -2.344 -4.445
C 1.380 -2.395 -3.226
C -0.135 -4.227 -0.750
C -0.045 -5.168 -1.772
C -0.975 -6.195 -1.860
C -1.998 -6.297 -0.928
C -2.093 -5.367 0.098
C -1.168 -4.337 0.183
H 4.045 -4.060 1.711
H 3.755 -2.457 1.079
H 3.401 -2.906 3.658
H 1.970 -3.789 3.173
H -0.156 -3.611 3.266
H -2.059 -4.018 4.733
H -2.660 -2.380 6.492
H -1.291 -0.334 6.771
H 0.648 0.064 5.336
H 2.698 -1.351 5.746
H 4.460 -0.049 6.848
H 5.714 1.676 5.586
H 5.177 2.086 3.205
H 3.368 0.813 2.112
H 1.569 -4.591 1.150
H 2.731 -4.637 -0.129
H 3.918 -3.600 -1.335
H 5.067 -3.493 -3.468
H 3.885 -2.694 -5.497
H 1.513 -1.983 -5.318
H 0.341 -2.085 -3.164
H 0.741 -5.092 -2.512
H -0.902 -6.914 -2.666
H -2.725 -7.095 -1.005
H -2.900 -5.424 0.817
H -1.276 -3.590 0.962
O 1.457 1.830 0.973
H 1.855 2.228 0.187
H 0.923 2.545 1.346
S -1.752 -1.886 -1.699
O -0.596 1.063 2.572
H 0.154 1.128 3.175
H -1.181 0.363 2.929
*
```


C49H55FeN8S as an isolated structure. Source: OMol25; level of theory: wB97M-V/def2-TZVPD.

## Properties
E_HOMO (spin up / spin down) = -6.46 / -6.49 eV
Lowest unoccupied orbital energy (spin up / spin down) = -0.0464 / -0.0461 Eh
Frontier orbital gap (spin up / spin down) = 5.198 / 5.241 eV

```
! wB97M-V def2-TZVPD RIJCOSX def2/J DEFGRID3
* xyz 0 2
Fe 0.116 -0.332 0.498
C 4.405 2.883 3.681
C 2.943 2.970 4.127
C 1.989 2.628 3.024
C 1.344 3.490 2.180
C 1.354 4.988 2.225
C 0.197 5.561 3.046
C 0.593 2.665 1.281
C -0.345 3.235 0.370
C -1.245 2.598 -0.399
C -2.393 3.225 -1.033
C -2.688 4.692 -1.008
C -3.348 5.130 0.303
C -3.168 2.217 -1.510
C -2.428 0.993 -1.197
C -2.578 -1.398 -0.273
C -1.565 -2.427 -0.622
N -0.348 -2.144 -0.300
C 0.410 -3.278 -0.575
C 1.508 -3.541 0.151
C 1.918 -2.727 1.263
N 1.445 -1.505 1.548
C 2.103 -1.131 2.700
C 2.153 0.165 3.167
C 1.638 1.312 2.586
N 0.779 1.354 1.509
C 2.963 -2.177 3.164
C 2.868 -3.180 2.235
C 3.550 -4.513 2.253
C 2.632 -5.640 2.732
C 3.861 -2.122 4.361
C 5.240 -1.546 4.031
C -0.422 -4.237 -1.304
C -1.676 -3.723 -1.289
C -2.933 -4.315 -1.844
C -3.053 -4.122 -3.359
C 0.057 -5.539 -1.858
C 0.908 -5.348 -3.116
N -1.304 1.215 -0.575
C -4.479 2.395 -2.216
C -4.336 2.344 -3.737
H 5.085 3.141 4.494
H 4.592 3.562 2.847
H 4.647 1.874 3.341
H 2.732 3.981 4.482
H 2.779 2.315 4.987
H 1.330 5.397 1.212
H 2.302 5.325 2.652
H -0.766 5.248 2.638
H 0.222 6.652 3.062
H 0.242 5.201 4.075
H -0.416 4.316 0.404
H -3.343 4.944 -1.844
H -1.765 5.257 -1.169
H -4.313 4.638 0.427
H -3.507 6.209 0.322
H -2.733 4.856 1.161
H -3.553 -1.871 -0.156
H 2.024 -4.484 0.015
H 2.767 0.323 4.046
H 4.424 -4.457 2.906
H 3.943 -4.752 1.260
H 2.269 -5.434 3.740
H 3.152 -6.599 2.743
H 1.756 -5.734 2.088
H 3.976 -3.129 4.769
H 3.393 -1.533 5.154
H 5.738 -2.151 3.272
H 5.879 -1.512 4.915
H 5.152 -0.532 3.636
H -3.793 -3.872 -1.336
H -2.966 -5.383 -1.615
H -2.922 -3.075 -3.637
H -4.020 -4.471 -3.725
H -2.273 -4.686 -3.875
H -0.801 -6.176 -2.083
H 0.642 -6.067 -1.100
H 0.321 -4.890 -3.913
H 1.293 -6.302 -3.478
H 1.756 -4.692 -2.913
H -4.898 3.359 -1.917
H -5.192 1.637 -1.898
H -3.681 3.145 -4.089
H -5.305 2.460 -4.225
H -3.907 1.390 -4.045
N -4.072 -0.565 -2.146
C -2.755 -0.428 -1.548
S -2.075 -0.718 1.348
N -1.826 -0.825 -2.653
N -0.616 -0.515 -2.383
C 0.265 0.153 -3.009
C -0.029 0.830 -4.305
C 0.401 0.256 -5.498
C 0.108 0.861 -6.710
C -0.620 2.044 -6.736
C -1.053 2.614 -5.549
C -0.763 2.009 -4.334
C 1.577 0.328 -2.335
C 2.635 0.873 -3.058
C 3.869 1.042 -2.456
C 4.009 0.654 -1.138
C 2.901 0.148 -0.478
N 1.696 -0.009 -1.033
H -4.104 -1.449 -2.643
H -4.775 -0.607 -1.416
H 0.960 -0.673 -5.473
H 0.441 0.407 -7.634
H -0.851 2.517 -7.682
H -1.628 3.532 -5.568
H -1.110 2.448 -3.405
H 2.479 1.163 -4.086
H 4.696 1.467 -3.009
H 4.944 0.752 -0.605
H 2.984 -0.131 0.561
*
```


C49H58F3Ge2N6O2PSV as an isolated structure. Source: OMol25; level of theory: wB97M-V/def2-TZVPD.

## Properties
E_HOMO (spin up / spin down) = -12.25 / -12.14 eV
Lowest unoccupied orbital energy (spin up / spin down) = -0.2156 / -0.2196 Eh
Frontier orbital gap (spin up / spin down) = 6.380 / 6.164 eV

```
! wB97M-V def2-TZVPD RIJCOSX def2/J DEFGRID3
* xyz 2 2
V -0.006 0.647 -0.400
C -0.641 5.102 -0.312
Ge -2.176 4.150 0.497
C -3.634 3.977 -0.824
C -2.836 5.151 2.050
Ge -1.536 1.987 1.477
C -3.093 1.326 2.459
C -2.974 0.585 3.633
C -4.099 0.155 4.319
C -5.368 0.465 3.845
C -5.503 1.210 2.684
C -4.371 1.643 2.004
C -0.017 2.243 2.691
C 0.545 1.195 3.420
C 1.563 1.431 4.331
C 2.041 2.722 4.525
C 1.505 3.771 3.793
C 0.489 3.529 2.876
H -0.812 5.276 -1.374
H 0.301 4.565 -0.197
H -0.522 6.073 0.169
H -3.287 4.246 -1.821
H -4.442 4.656 -0.552
H -4.037 2.966 -0.843
H -3.176 6.135 1.724
H -2.053 5.288 2.796
H -3.671 4.632 2.520
H -1.998 0.335 4.030
H -3.987 -0.417 5.230
H -6.245 0.137 4.387
H -6.487 1.469 2.314
H -4.508 2.238 1.106
H 0.196 0.177 3.274
H 1.979 0.608 4.900
H 2.824 2.909 5.248
H 1.869 4.780 3.939
H 0.084 4.369 2.323
O 0.371 -0.803 -1.632
P 0.475 -1.961 -2.638
N 1.411 -1.451 -3.864
C 1.191 -0.105 -4.437
C 1.813 -0.183 -5.835
C 1.732 -1.667 -6.193
C 2.037 -2.344 -4.865
N -1.056 -2.278 -3.104
C -1.323 -3.072 -4.325
C -2.847 -3.281 -4.316
C -3.369 -2.272 -3.292
C -2.254 -2.234 -2.257
N 1.175 -3.299 -2.031
C 2.612 -3.415 -1.720
C 2.746 -4.883 -1.337
C 1.448 -5.142 -0.575
C 0.395 -4.372 -1.374
H 1.672 0.655 -3.819
H 0.118 0.119 -4.489
H 2.856 0.136 -5.800
H 1.297 0.459 -6.545
H 2.435 -1.958 -6.971
H 0.728 -1.925 -6.536
H 3.117 -2.378 -4.696
H 1.652 -3.360 -4.783
H -0.789 -4.027 -4.304
H -0.989 -2.515 -5.202
H -3.083 -4.297 -4.001
H -3.278 -3.136 -5.304
H -4.327 -2.559 -2.862
H -3.483 -1.288 -3.753
H -2.311 -3.110 -1.600
H -2.251 -1.352 -1.619
H 2.878 -2.767 -0.878
H 3.220 -3.133 -2.578
H 3.640 -5.080 -0.750
H 2.790 -5.498 -2.238
H 1.524 -4.725 0.432
H 1.198 -6.196 -0.478
H -0.383 -3.965 -0.723
H -0.082 -5.002 -2.128
N -4.727 1.318 -3.594
C -3.631 1.487 -4.374
O -3.575 1.210 -5.550
C -2.392 2.000 -3.684
C -1.576 2.905 -4.355
C -0.386 3.299 -3.767
C -0.011 2.702 -2.578
N -0.789 1.835 -1.917
C -1.978 1.520 -2.459
H -5.574 1.028 -4.059
H -4.820 1.820 -2.728
H -1.883 3.276 -5.325
H 0.274 4.010 -4.244
H 0.958 2.912 -2.138
H -2.575 0.809 -1.896
F -5.963 -6.095 1.597
C -5.726 -5.254 2.617
F -5.288 -5.985 3.649
F -6.904 -4.714 2.967
C -4.737 -4.190 2.223
C -3.406 -4.294 2.601
C -2.503 -3.321 2.210
C -2.934 -2.237 1.441
C -4.277 -2.142 1.065
C -5.173 -3.119 1.453
C -2.028 -1.205 1.070
C -1.292 -0.291 0.725
H -3.080 -5.129 3.205
H -1.466 -3.388 2.512
H -4.613 -1.288 0.491
H -6.215 -3.044 1.173
S 3.997 2.067 1.295
C 2.491 2.114 0.515
N 1.824 0.991 0.479
C 2.514 -0.025 1.140
C 2.072 -1.336 1.333
C 2.887 -2.191 2.044
C 4.122 -1.770 2.554
C 4.567 -0.479 2.369
C 3.744 0.392 1.658
H 2.111 3.034 0.093
H 1.112 -1.664 0.952
H 2.567 -3.210 2.220
H 4.734 -2.469 3.107
H 5.518 -0.152 2.768
*
```